# C3H9NO2

A 2-piece molecular cluster, C3H9NO2 overall at a distorted geometry (wB97M-V/def2-TZVPD, OMol25).

Last column: Löwdin charge in e.
Cartesian coordinates (Å):
O: -1.661 -2.383 2.261  -0.09
H: -1.088 -2.976 1.725  0.05
H: -2.214 -2.992 2.801  0.05
O: 1.884 -0.955 0.604  -0.04
C: 1.657 -0.294 -0.447  -0.30
N: 0.547 0.503 -0.615  -0.20
C: 0.339 1.456 -1.705  -0.08
C: -0.451 0.693 0.461  -0.04
H: 2.377 -0.301 -1.302  0.13
H: 0.234 2.481 -1.312  0.09
H: -0.603 1.173 -2.205  0.09
H: 1.150 1.448 -2.452  0.09
H: -0.726 -0.315 0.815  0.07
H: -1.351 1.179 0.049  0.09
H: -0.095 1.283 1.322  0.10

Cartesian forces (eV/Å) of the 6 atoms listed first:
O -0.05 -1.22 -0.03
H -0.54 0.62 0.61
H 0.62 0.64 -0.60
O -0.71 1.60 -2.83
C -0.20 -0.62 2.48
N 0.38 0.54 0.32

Calculated values
**Electronic energy**: -324.92638 a.u.
**Spin multiplicity**: 1
**Relative energy (zero: lowest compared OMol25 entry of this formula, charge and spin)**: 29.0 kcal/mol
**E_LUMO**: 0.82 eV
**HOMO**: -9.245 eV
**Orbital gap**: 10.0644 eV

=====

# C57H43Cl5NO2P3Tl

C57H43Cl5NO2P3Tl as an isolated structure (wB97M-V/def2-TZVPD, OMol25).

Last column: Löwdin charge in e.
Cartesian coordinates (Å):
Tl: -0.530 1.261 0.120  0.63
O: 1.698 -1.712 -2.835  0.00
C: 1.022 -0.679 -2.795  -0.65
O: 0.303 -0.254 -1.851  -0.27
C: 1.059 0.238 -4.035  -0.11
C: 1.804 -0.197 -5.129  -0.03
C: 1.903 0.566 -6.280  -0.09
C: 1.257 1.793 -6.352  -0.09
C: 0.517 2.240 -5.273  -0.10
C: 0.404 1.476 -4.110  -0.28
P: -0.607 2.150 -2.728  1.06
C: -2.261 2.293 -3.479  -0.35
C: -3.212 3.133 -2.891  -0.12
C: -4.542 3.071 -3.274  -0.08
C: -4.949 2.155 -4.235  -0.10
C: -4.017 1.306 -4.812  -0.09
C: -2.683 1.370 -4.435  -0.08
C: 0.032 3.875 -2.639  -0.36
C: -0.556 5.021 -3.164  -0.10
C: -0.013 6.275 -2.909  -0.09
C: 1.130 6.401 -2.135  -0.10
C: 1.741 5.263 -1.623  -0.09
C: 1.191 4.015 -1.867  -0.11
H: 2.301 -1.154 -5.041  0.11
H: 2.484 0.208 -7.122  0.10
H: 1.332 2.400 -7.247  0.10
H: 0.019 3.202 -5.328  0.10
H: -2.912 3.815 -2.104  0.10
H: -5.268 3.722 -2.801  0.11
H: -5.991 2.096 -4.523  0.10
H: -4.333 0.579 -5.551  0.10
H: -1.961 0.694 -4.878  0.10
H: -1.447 4.941 -3.774  0.10
H: -0.488 7.159 -3.319  0.10
H: 1.541 7.381 -1.927  0.10
H: 2.637 5.347 -1.021  0.10
H: 1.664 3.129 -1.455  0.09
C: 2.005 -1.872 3.491  -0.33
N: 1.534 -2.883 2.555  -0.19
C: 0.094 -2.959 2.386  -0.33
P: -0.553 -1.875 0.998  1.02
C: -2.324 -1.941 1.498  -0.39
C: -3.192 -2.986 1.190  -0.10
C: -4.520 -2.934 1.587  -0.09
C: -5.000 -1.840 2.295  -0.10
C: -4.141 -0.800 2.617  -0.09
C: -2.812 -0.852 2.219  -0.13
C: -0.504 -3.045 -0.407  -0.37
C: 0.304 -4.175 -0.451  -0.08
C: 0.349 -4.963 -1.596  -0.09
C: -0.406 -4.625 -2.704  -0.09
C: -1.204 -3.487 -2.675  -0.07
C: -1.242 -2.697 -1.541  -0.12
C: 2.294 -4.074 2.546  -0.27
C: 1.782 -5.302 2.964  -0.03
C: 2.573 -6.443 2.925  -0.09
C: 3.885 -6.379 2.484  -0.11
C: 4.402 -5.156 2.071  -0.09
C: 3.615 -4.019 2.094  -0.02
P: 1.617 -0.109 3.021  1.04
C: 2.971 0.221 1.834  -0.37
C: 4.078 1.018 2.127  -0.09
C: 5.044 1.266 1.161  -0.10
C: 4.914 0.722 -0.109  -0.09
C: 3.810 -0.061 -0.416  -0.06
C: 2.837 -0.302 0.544  -0.12
C: 2.218 0.716 4.547  -0.40
C: 1.573 1.897 4.911  -0.10
C: 1.962 2.606 6.040  -0.09
C: 2.997 2.131 6.833  -0.10
C: 3.641 0.949 6.489  -0.09
C: 3.256 0.250 5.355  -0.10
H: 3.079 -2.005 3.609  0.08
H: 1.533 -2.023 4.478  0.10
H: -0.434 -2.685 3.309  0.10
H: -0.192 -3.974 2.117  0.07
H: -2.839 -3.830 0.611  0.11
H: -5.189 -3.745 1.325  0.10
H: -6.043 -1.791 2.581  0.10
H: -4.510 0.066 3.154  0.11
H: -2.152 -0.020 2.444  0.08
H: 0.927 -4.443 0.392  0.08
H: 0.989 -5.837 -1.621  0.10
H: -0.360 -5.234 -3.599  0.10
H: -1.781 -3.203 -3.547  0.10
H: -1.833 -1.792 -1.532  0.06
H: 0.765 -5.370 3.325  0.11
H: 2.159 -7.388 3.257  0.10
H: 4.497 -7.271 2.455  0.09
H: 5.419 -5.093 1.703  0.10
H: 4.002 -3.072 1.735  0.11
H: 4.191 1.453 3.111  0.09
H: 5.898 1.887 1.403  0.10
H: 5.666 0.921 -0.863  0.10
H: 3.677 -0.469 -1.410  0.10
H: 1.961 -0.881 0.269  0.06
H: 0.756 2.266 4.301  0.10
H: 1.450 3.523 6.300  0.10
H: 3.301 2.678 7.716  0.10
H: 4.450 0.575 7.105  0.10
H: 3.778 -0.661 5.092  0.10
Cl: -4.110 -0.329 -1.014  0.71
C: -4.253 1.167 -0.117  -0.71
C: -3.104 1.904 0.102  -0.32
C: -3.308 3.113 0.739  -0.72
Cl: -1.929 4.194 0.960  0.58
C: -4.549 3.569 1.182  -0.71
Cl: -4.733 5.105 1.962  0.64
C: -5.666 2.762 0.984  -0.72
Cl: -7.218 3.264 1.551  0.64
C: -5.519 1.546 0.317  -0.72
Cl: -6.905 0.543 0.052  0.65

Cartesian forces (eV/Å) of the 6 atoms listed first:
Tl 0.12 0.17 0.10
O 0.06 0.08 0.04
C 0.03 0.19 -0.11
O -0.05 -0.27 0.19
C -0.04 0.05 -0.02
C 0.01 0.03 -0.07

Calculated values
**Electronic energy**: -5900.73682 a.u.
**Total charge**: -1
**Spin multiplicity**: 1
**Relative energy (zero: lowest compared OMol25 entry of this formula, charge and spin)**: 19.6 kcal/mol
**E_LUMO**: 2.22 eV
**HOMO**: -4.705 eV
**Orbital gap**: 6.9295 eV

=====

# C42H108N8O13

A 8-piece molecular cluster, C42H108N8O13 overall at a distorted geometry (wB97M-V/def2-TZVPD, OMol25).

Last column: Löwdin charge in e.
Cartesian coordinates (Å):
C: -2.102 1.902 -0.130  -0.06
C: -0.708 2.534 -0.158  -0.39
C: 0.251 1.697 0.707  -0.18
O: 0.233 0.335 0.301  -0.20
C: 1.447 -0.340 0.182  -0.11
N: -0.282 2.556 -1.556  0.07
H: -2.238 0.914 -0.567  0.06
H: -2.805 2.667 -0.461  0.06
H: -2.408 1.679 0.902  0.08
H: -0.877 3.548 0.200  0.11
H: 0.120 1.859 1.784  0.12
H: 1.289 2.051 0.650  0.10
H: 1.957 -0.521 1.128  0.08
H: 2.133 0.079 -0.570  0.08
H: 1.292 -1.291 -0.339  0.07
H: 0.474 3.226 -1.619  0.04
H: -0.025 1.630 -1.864  0.05
C: 3.475 2.478 2.883  -0.04
C: 3.498 1.645 4.172  -0.41
C: 3.417 0.152 3.837  -0.21
O: 2.128 -0.234 3.403  -0.20
C: 1.711 -1.479 3.908  -0.10
N: 4.709 1.896 4.979  0.02
H: 2.486 2.571 2.438  0.05
H: 4.122 1.933 2.197  0.07
H: 3.815 3.499 3.059  0.08
H: 2.728 1.958 4.885  0.13
H: 3.817 -0.418 4.685  0.12
H: 4.159 -0.137 3.081  0.12
H: 2.406 -2.271 3.598  0.08
H: 0.773 -1.765 3.433  0.07
H: 1.648 -1.541 4.997  0.09
H: 4.599 1.545 5.922  0.07
H: 4.894 2.883 5.108  0.06
C: 4.809 1.474 -2.796  -0.05
C: 4.915 1.636 -1.257  -0.42
C: 5.181 0.314 -0.495  -0.18
O: 6.553 0.004 -0.729  -0.21
C: 6.974 -1.072 0.062  -0.12
N: 5.994 2.564 -0.949  0.04
H: 5.032 2.404 -3.318  0.06
H: 3.864 1.033 -3.113  0.07
H: 5.661 0.847 -3.078  0.08
H: 3.947 2.043 -0.954  0.11
H: 4.491 -0.490 -0.764  0.12
H: 5.193 0.472 0.590  0.10
H: 8.011 -1.344 -0.155  0.09
H: 6.438 -2.004 -0.144  0.09
H: 6.989 -0.777 1.117  0.09
H: 5.882 3.436 -1.447  0.06
H: 6.860 2.117 -1.223  0.07
C: -0.881 7.586 -2.677  -0.11
O: -1.742 7.505 -1.567  -0.20
C: -1.623 6.348 -0.765  -0.23
C: -0.435 6.362 0.215  -0.21
N: 0.814 6.082 -0.447  -0.06
C: 1.930 5.658 0.390  -0.18
C: 3.070 5.219 -0.532  -0.21
O: 2.550 4.259 -1.441  -0.24
C: 2.752 4.650 -2.798  -0.09
H: 0.108 7.840 -2.285  0.08
H: -1.292 8.386 -3.294  0.09
H: -0.901 6.667 -3.275  0.09
H: -1.641 5.484 -1.439  0.12
H: -2.490 6.284 -0.107  0.10
H: -0.714 5.640 0.997  0.10
H: -0.494 7.337 0.707  0.12
H: 0.714 5.421 -1.202  0.08
H: 1.563 4.778 0.941  0.11
H: 2.151 6.485 1.064  0.12
H: 3.936 4.788 -0.022  0.12
H: 3.448 6.131 -1.005  0.12
H: 2.160 3.985 -3.431  0.09
H: 3.796 4.508 -3.079  0.08
H: 2.329 5.636 -2.997  0.09
C: 2.903 -4.029 0.362  -0.05
O: 3.946 -3.920 1.374  -0.24
C: 4.069 -5.090 2.180  -0.24
C: 5.522 -5.282 2.493  -0.23
N: 5.930 -4.499 3.668  -0.06
C: 7.391 -4.384 3.765  -0.21
C: 7.818 -3.411 4.864  -0.22
O: 9.167 -3.636 5.274  -0.20
C: 10.103 -3.298 4.268  -0.12
H: 2.046 -4.353 0.951  0.09
H: 3.328 -4.705 -0.379  0.09
H: 2.820 -3.013 -0.013  0.06
H: 3.790 -6.014 1.658  0.12
H: 3.398 -5.063 3.042  0.12
H: 6.163 -5.111 1.621  0.12
H: 5.658 -6.352 2.687  0.12
H: 5.578 -3.557 3.514  0.10
H: 7.746 -3.925 2.835  0.11
H: 7.800 -5.357 4.032  0.13
H: 7.205 -3.492 5.763  0.12
H: 7.774 -2.342 4.621  0.12
H: 9.993 -3.959 3.405  0.08
H: 11.118 -3.439 4.639  0.09
H: 10.001 -2.243 3.997  0.09
C: -7.050 1.424 -4.906  -0.12
O: -6.974 2.216 -3.747  -0.20
C: -5.850 1.843 -2.937  -0.22
C: -5.913 2.417 -1.521  -0.17
N: -5.298 3.749 -1.420  -0.05
C: -5.681 4.654 -2.490  -0.23
C: -5.242 6.058 -2.122  -0.22
O: -6.047 6.460 -1.029  -0.21
C: -5.565 7.581 -0.291  -0.08
H: -6.927 0.355 -4.717  0.08
H: -6.360 1.769 -5.686  0.09
H: -8.040 1.656 -5.304  0.09
H: -4.952 2.202 -3.458  0.12
H: -5.712 0.760 -3.019  0.11
H: -5.191 1.770 -1.014  0.10
H: -6.906 2.431 -1.072  0.12
H: -5.615 4.336 -0.652  0.10
H: -6.769 4.819 -2.579  0.13
H: -5.319 4.369 -3.478  0.12
H: -5.323 6.679 -3.021  0.13
H: -4.214 6.121 -1.742  0.10
H: -5.055 8.370 -0.849  0.09
H: -4.737 7.077 0.233  0.08
H: -6.292 7.978 0.408  0.09
C: -0.794 -0.930 -2.612  -0.09
O: -1.823 -1.701 -3.190  -0.18
C: -2.912 -2.026 -2.371  -0.24
C: -4.020 -2.620 -3.221  -0.23
N: -3.695 -3.897 -3.789  -0.06
C: -4.387 -4.306 -5.038  -0.19
C: -3.630 -5.324 -5.846  -0.21
O: -3.689 -6.574 -5.149  -0.20
C: -3.177 -7.611 -5.954  -0.13
H: 0.117 -0.984 -3.198  0.10
H: -0.641 -1.214 -1.565  0.06
H: -1.187 0.082 -2.461  0.07
H: -3.213 -1.107 -1.850  0.12
H: -2.685 -2.725 -1.552  0.12
H: -4.060 -1.856 -4.013  0.11
H: -5.013 -2.556 -2.766  0.12
H: -2.900 -4.431 -3.499  0.11
H: -4.718 -3.433 -5.610  0.11
H: -5.349 -4.612 -4.611  0.12
H: -2.578 -5.076 -5.984  0.13
H: -4.312 -5.404 -6.700  0.12
H: -2.097 -7.705 -5.791  0.09
H: -3.400 -7.428 -7.008  0.08
H: -3.607 -8.573 -5.674  0.08
C: -6.068 -7.836 2.570  -0.09
O: -5.875 -6.473 2.950  -0.19
C: -4.554 -6.122 3.263  -0.26
C: -4.522 -4.673 3.729  -0.19
N: -5.183 -3.807 2.714  -0.06
C: -5.259 -2.416 3.070  -0.21
C: -3.939 -1.623 2.919  -0.27
O: -3.353 -1.913 1.705  -0.17
C: -2.001 -1.498 1.637  -0.09
H: -5.264 -8.212 1.928  0.08
H: -6.941 -7.950 1.932  0.08
H: -6.101 -8.390 3.508  0.09
H: -3.973 -6.232 2.335  0.12
H: -4.041 -6.760 3.992  0.12
H: -3.496 -4.329 3.878  0.11
H: -5.132 -4.654 4.633  0.12
H: -4.646 -3.897 1.858  0.10
H: -5.739 -2.267 4.037  0.12
H: -5.946 -1.988 2.329  0.11
H: -3.332 -1.741 3.827  0.12
H: -4.287 -0.585 3.047  0.12
H: -1.559 -1.576 0.647  0.07
H: -1.374 -2.137 2.270  0.08
H: -1.918 -0.468 1.991  0.08

Cartesian forces (eV/Å) of the 6 atoms listed first:
C -0.65 0.22 1.49
C -0.53 -2.13 -0.48
C 1.42 0.87 0.40
O -0.89 0.18 0.00
C 0.80 -0.53 -0.89
N -0.28 1.14 0.33

Calculated values
**Electronic energy**: -3080.76014 a.u.
**Spin multiplicity**: 1
**Relative energy (zero: lowest compared OMol25 entry of this formula, charge and spin)**: 102.9 kcal/mol
**E_LUMO**: 0.47 eV
**HOMO**: -7.832 eV
**Orbital gap**: 8.3013 eV